No. 1
Density functional theory data (ωB97M-V with the def2-TZVPD basis set) for 2 unconnected molecules or ions with the total composition C4H9NO.

```
15
C4H9NO ωB97M-V with the def2-TZVPD basis set
C 2.0916 0.2520 0.1060
C 0.7534 0.7427 -0.3358
N -0.0635 0.6248 1.8060
C -0.7881 -0.2668 1.4054
O -0.6240 -0.6446 -0.0314
C -1.8054 -0.5986 -0.8241
H 2.0966 -0.8402 0.1861
H 2.8235 0.5200 -0.6696
H 2.3736 0.6805 1.0684
H 0.5237 0.5065 -1.3760
H 0.4710 1.7527 -0.0701
H -1.5324 -0.9368 1.8470
H -2.4754 -1.4139 -0.5374
H -1.5139 -0.7370 -1.8691
H -2.3307 0.3586 -0.7053
```

**Energy above the lowest of the compared OMol25 structures with the same formula, charge and spin**: 126.9 kcal/mol
**HOMO-LUMO gap**: 8.440 eV

Mulliken population analysis, charges in e, atoms 1 to 6:
1 C -0.930
2 C -0.242
3 N -0.715
4 C 0.067
5 O -0.283
6 C -0.783

***

No. 2
Density functional theory data (ωB97M-V with the def2-TZVPD basis set) for a molecular structure, C31H52Br39IN4O2PS.

```
131
C31H52Br39IN4O2PS ωB97M-V with the def2-TZVPD basis set
C -2.7668 -4.0124 -2.9562
C -1.8476 -2.8620 -2.5663
O -2.4024 -1.9872 -1.5902
C -2.4362 -2.5819 -0.2968
C -1.8735 -1.6125 0.7619
C -0.4018 -1.9702 1.0164
N 0.2612 -1.8481 -0.2986
C 1.6035 -1.7370 -0.3357
N 2.2172 -2.2531 -1.4090
P 3.9225 -2.3168 -1.7220
S 4.7420 -3.9194 -1.0755
N 2.2993 -1.2067 0.6722
C 1.5567 -0.4110 1.6626
C 1.4174 1.0674 1.2707
I 0.0110 1.5789 -0.2736
C 2.7755 1.6470 0.8170
C 2.8140 3.1771 0.8430
C 0.2986 -1.1959 2.1519
C -0.5877 -0.1825 2.9112
C -1.5656 -0.8735 3.9449
C -1.0988 -0.8353 5.4369
C -1.3595 -2.1890 6.1447
C -0.2008 -2.6469 7.0834
N 0.1776 -4.0492 6.9123
C 0.8791 -2.1897 3.2080
O 0.0544 -3.3033 3.4498
C 0.6278 -4.5460 3.0693
H -3.3786 -4.3818 -2.1322
H -3.4429 -3.6676 -3.7406
H -2.2173 -4.8622 -3.3652
H -0.8727 -3.2524 -2.2441
H -1.6572 -2.2615 -3.4570
H -1.9224 -3.5470 -0.2662
H -3.4755 -2.7957 -0.0290
H -1.9817 -0.5873 0.4135
H -2.4794 -1.7653 1.6509
H -0.4386 -3.0373 1.2304
H -0.2386 -1.2835 -0.9806
H 1.6157 -2.6660 -2.1130
H 4.4435 -1.1010 -1.2393
H 3.9727 -2.2231 -3.1218
H 3.1884 -0.8030 0.4082
H 2.1901 -0.3730 2.5570
H 1.1494 1.6741 2.1325
H 3.5490 1.2338 1.4784
H 2.9987 1.2858 -0.1923
H 2.5226 3.5673 -0.1308
H 2.2191 3.6126 1.6447
H 3.8456 3.5021 0.9869
H 0.1226 0.4436 3.4880
H -1.1361 0.4962 2.2701
H -1.8291 -1.8897 3.6637
H -2.5027 -0.3230 3.9307
H -0.0543 -0.5290 5.5228
H -1.7047 -0.0939 5.9483
H -1.5653 -2.9923 5.4386
H -2.2610 -2.0639 6.7485
H 0.6643 -2.0252 6.8552
H -0.5289 -2.5002 8.1124
H 0.9452 -4.1579 6.2683
H -0.6017 -4.6249 6.6302
H 1.8469 -2.5441 2.8294
H 1.0699 -1.6532 4.1398
H -0.1783 -5.2788 3.0869
H 1.0413 -4.4897 2.0586
H 1.3716 -4.8859 3.7947
C -1.9702 3.6047 4.9219
Br -0.6045 4.9598 4.8265
Br -1.3412 1.9529 4.1329
Br -2.6051 3.3473 6.7218
H -2.8094 3.9505 4.3342
C 0.0950 -2.6496 -6.5734
Br -1.6383 -3.4624 -6.3972
Br 1.1327 -2.7777 -4.9393
Br 1.0731 -3.3642 -8.0613
H -0.0600 -1.5976 -6.7670
C 0.0565 -6.4510 -10.2549
Br 1.7642 -5.8924 -10.9493
Br -1.3922 -5.9422 -11.4164
Br 0.0216 -8.3312 -9.8654
H -0.0895 -5.9274 -9.3192
C -0.8745 -2.2234 -13.0626
Br -0.2483 -2.3986 -11.2509
Br -2.7806 -1.9768 -13.1314
Br 0.0648 -0.8341 -14.0066
H -0.6555 -3.1558 -13.5644
C -0.6790 7.3974 1.8565
Br 1.1801 7.6905 2.2527
Br -1.4150 8.8433 0.8242
Br -0.9687 5.6993 0.9879
H -1.2075 7.3747 2.8002
C -1.0842 -9.0250 -5.9021
Br 0.7296 -8.7038 -5.3397
Br -1.8680 -7.4542 -6.6962
Br -1.2135 -10.5611 -7.0545
H -1.6586 -9.2480 -5.0149
C 1.3866 9.5809 6.3009
Br 0.7399 7.7802 6.0964
Br 1.0873 10.6168 4.7064
Br 0.6519 10.4155 7.8664
H 2.4562 9.5239 6.4432
C -4.1478 -1.2201 -17.4302
Br -2.3752 -0.7428 -16.8535
Br -4.2205 -3.0333 -18.0693
Br -5.4512 -0.9006 -16.0485
H -4.4003 -0.5774 -18.2609
C 5.3399 7.7477 6.5358
Br 4.3781 7.5056 4.8838
Br 5.0822 9.5081 7.2694
Br 4.8926 6.3744 7.8081
H 6.3918 7.6493 6.3099
C -1.0501 6.2307 -3.3056
Br 0.4833 7.0851 -2.5199
Br -0.8940 6.0911 -5.2161
Br -1.3928 4.5135 -2.4967
H -1.9078 6.8541 -3.0969
C -1.5105 10.1541 11.2466
Br -0.1518 11.5164 11.1228
Br -0.9106 8.4748 10.5223
Br -2.1550 9.9612 13.0482
H -2.3438 10.4827 10.6427
C 7.2263 3.6668 9.5982
Br 5.4757 2.9909 10.0325
Br 8.3478 3.7843 11.1545
Br 8.0550 2.6387 8.1967
H 7.0943 4.6710 9.2206
C -5.8246 -5.2281 -5.8210
Br -5.7342 -3.6401 -4.7395
Br -4.7070 -5.0896 -7.3853
Br -5.4281 -6.8071 -4.7958
H -6.8441 -5.3195 -6.1669
```

**Charge**: +1
**HOMO-LUMO gap**: 7.910 eV

Mulliken population analysis, charges in e, atoms 1 to 6:
1 C -0.795
2 C 0.155
3 O -0.493
4 C -0.873
5 C -0.308
6 C -1.231

***

No. 3
Density functional theory data (ωB97M-V with the def2-TZVPD basis set) for 2 unconnected molecules or ions with the total composition C3H8S.

```
12
C3H8S ωB97M-V with the def2-TZVPD basis set
C 1.2678 -0.3689 -0.4937
C 0.0088 0.5153 -0.6789
C -1.0165 0.4637 0.4330
S -1.5889 -1.2567 0.7298
H 2.0166 -0.0788 -1.2650
H 1.5193 -0.3657 0.5445
H 1.0156 -1.4640 -0.6106
H -0.4266 0.0738 -1.6779
H 0.2617 1.6639 -0.9612
H -0.7702 0.9833 1.4306
H -1.9424 1.0128 0.0932
H -0.3452 -1.1788 2.4562
```

**Energy above the lowest of the compared OMol25 structures with the same formula, charge and spin**: 82.0 kcal/mol
**HOMO-LUMO gap**: 7.767 eV

Mulliken population analysis, charges in e, atoms 1 to 6:
1 C -1.081
2 C -0.186
3 C -0.674
4 S -0.188
5 H 0.315
6 H 0.323

***

No. 4
Density functional theory data (ωB97M-V with the def2-TZVPD basis set) for 9 unconnected molecules or ions with the total composition C16H48F5N16O9P.

```
95
C16H48F5N16O9P ωB97M-V with the def2-TZVPD basis set
C -1.3280 3.0293 -1.0574
O -0.0920 3.3168 -0.3130
C 0.9395 2.2881 -0.5181
P 0.7821 0.9343 0.8739
C 2.6674 0.9648 1.2407
C 0.4605 -0.5140 2.1156
C -1.1783 -0.7636 2.0967
C -1.6482 -2.0320 1.1630
C -2.0873 -1.6445 -0.3645
F -3.4972 -2.1431 -0.5715
F -2.1735 -0.1584 -0.6138
C -1.1788 -2.3077 -1.5530
F -0.2368 -1.3808 -2.2228
F -0.4240 -3.5234 -1.1757
F -2.1514 -2.7445 -2.6238
H -2.1611 2.6839 -0.3021
H -1.6450 4.0555 -1.5784
H -1.2358 2.1898 -1.8684
H 1.9990 2.8175 -0.4978
H 0.8775 1.7289 -1.5528
H 0.3405 0.0367 -0.1715
H -0.1621 1.7651 1.6020
H 3.2018 0.3100 0.3978
H 2.9093 0.4448 2.2688
H 3.1342 2.0430 1.2219
H 0.7394 -0.0875 3.1836
H 1.0826 -1.4787 1.8857
H -1.4645 -1.0578 3.2175
H -1.7308 0.2446 1.8751
H -2.6225 -2.4805 1.6881
H -0.8230 -2.8548 1.2601
N 2.1931 -3.5251 -2.2003
C 3.3413 -3.1630 -1.6001
N 4.1660 -4.1851 -1.3089
O 3.6127 -2.0013 -1.3407
H 1.9518 -4.4762 -2.4219
H 1.5440 -2.7859 -2.4367
H 5.0413 -3.9561 -0.8564
H 3.9599 -5.1481 -1.5146
N 3.5656 4.9233 -3.2609
C 3.6974 4.7181 -1.9379
N 3.9489 5.8292 -1.2225
O 3.5967 3.6134 -1.4281
H 3.6452 5.8252 -3.6992
H 3.3756 4.1128 -3.8360
H 4.0551 5.7189 -0.2226
H 4.0353 6.7474 -1.6245
N -6.3877 -0.9795 -4.2970
C -5.6885 -2.0760 -4.6418
N -4.6274 -2.3320 -3.8557
O -5.9925 -2.7812 -5.5908
H -6.1529 -0.3864 -3.5192
H -7.1944 -0.7509 -4.8631
H -4.0739 -3.1484 -4.0806
H -4.3612 -1.7630 -3.0699
N -0.0249 -3.6005 6.3481
C -0.7582 -3.4077 5.2368
N -1.9232 -4.0799 5.2125
O -0.3959 -2.6816 4.3247
H -0.3064 -4.1945 7.1096
H 0.8595 -3.1127 6.4066
H -2.5056 -3.9626 4.3938
H -2.2385 -4.6824 5.9539
N 6.4080 3.3257 -0.5763
C 7.5561 3.6877 0.0240
N 8.3809 2.6656 0.3152
O 7.8276 4.8495 0.2834
H 6.1667 2.3745 -0.7978
H 5.7589 4.0649 -0.8126
H 9.2562 2.8947 0.7677
H 8.1748 1.7027 0.1095
N -5.8244 0.2967 0.5712
C -6.6038 0.0239 1.6332
N -7.6311 -0.8050 1.3742
O -6.3955 0.4905 2.7420
H -5.9798 -0.0779 -0.3494
H -5.0396 0.9168 0.7231
H -8.2424 -1.0362 2.1463
H -7.8188 -1.1993 0.4678
N -2.7349 2.1437 5.6681
C -2.0358 1.0473 5.3234
N -0.9746 0.7912 6.1095
O -2.3398 0.3420 4.3743
H -2.5002 2.7369 6.4460
H -3.5417 2.3723 5.1020
H -0.4212 -0.0252 5.8846
H -0.7085 1.3602 6.8953
N 1.5600 -1.3684 -6.4790
C 2.2032 -0.6329 -5.5543
N 1.5756 -0.5548 -4.3670
O 3.2697 -0.0811 -5.7747
H 0.6812 -1.8302 -6.3163
H 1.9985 -1.4528 -7.3869
H 2.0259 -0.0106 -3.6429
H 0.6970 -1.0022 -4.1666
```

**Structure (SMILES)**: COC[PH2](C)CCCC(F)(F)C(F)(F)F.NC(N)=O.NC(N)=O.NC(N)=O.NC(N)=O.NC(N)=O.NC(N)=O.NC(N)=O.NC(N)=O
**HOMO-LUMO gap**: 7.239 eV

Mulliken population analysis, charges in e, atoms 1 to 6:
1 C -0.424
2 O -0.458
3 C 0.367
4 P 0.851
5 C -0.980
6 C -0.888

***

No. 5
Density functional theory data (ωB97M-V with the def2-TZVPD basis set) for 2 unconnected molecules or ions with the total composition C3H3N2O2S.

```
11
C3H3N2O2S ωB97M-V with the def2-TZVPD basis set
C -0.3024 0.6041 0.4648
C -2.4940 0.1239 -0.1644
C 1.7179 -0.1458 -0.1262
N -2.4030 -0.1458 1.0126
N 0.3905 -0.4512 0.2807
O -0.3411 1.7620 0.6251
O -2.7020 0.3223 -1.3010
S -0.0710 -2.0517 -0.0962
H 1.9775 0.7605 0.4916
H 2.2921 -1.0140 0.0099
H 1.9356 0.2358 -1.1967
```

**Energy above the lowest of the compared OMol25 structures with the same formula, charge and spin**: 54.5 kcal/mol
**Charge**: -1
**HOMO-LUMO gap**: 7.143 eV

Mulliken population analysis, charges in e, atoms 1 to 6:
1 C 0.578
2 C 0.681
3 C -0.885
4 N -0.652
5 N -0.039
6 O -0.440

***

No. 6
Density functional theory data (ωB97M-V with the def2-TZVPD basis set) for 11 unconnected molecules or ions with the total composition C25H58O25.

```
108
C25H58O25 ωB97M-V with the def2-TZVPD basis set
C -15.0425 -0.7015 -2.0550
O -15.3778 -0.1937 -0.7720
C -16.5467 -0.6642 -0.2860
O -17.2544 -1.3755 -0.9793
O -16.9130 -0.2252 0.9144
C -16.0455 0.7204 1.5426
H -15.8675 -0.5815 -2.6444
H -14.8545 -1.8064 -1.9778
H -14.2473 -0.1410 -2.4643
H -16.2031 1.7355 1.2263
H -15.0041 0.4293 1.4405
H -16.2698 0.6360 2.5927
C -19.9120 -4.6058 -7.4784
O -18.9366 -3.6448 -7.7703
C -18.7117 -2.5739 -6.9250
O -19.3855 -2.3206 -5.9689
O -17.5322 -2.0659 -7.2437
C -17.0899 -0.8576 -6.5750
H -19.9117 -5.3826 -8.2774
H -20.8930 -4.1637 -7.4254
H -19.6698 -4.9813 -6.4877
H -16.6929 -1.0886 -5.5954
H -17.9103 -0.1781 -6.3997
H -16.4355 -0.3704 -7.2269
C -19.7821 -1.2353 1.3352
O -21.1257 -0.9357 1.6374
C -21.6569 0.1182 1.0471
O -21.0500 0.8593 0.2778
O -22.8798 0.2547 1.5041
C -23.5164 1.4818 1.0204
H -19.5924 -2.3576 1.3707
H -19.0750 -0.8795 2.1767
H -19.4502 -0.8756 0.3641
H -23.0683 2.4456 1.3490
H -24.5505 1.3578 1.2945
H -23.3083 1.5156 -0.0727
C -20.0518 3.0827 -5.7412
O -19.2480 2.9992 -6.9648
C -20.0359 2.9670 -8.0624
O -21.2092 2.7998 -8.0519
O -19.2993 3.1204 -9.2073
C -20.0640 2.9943 -10.3858
H -20.6204 3.9844 -5.7983
H -19.2981 2.9960 -4.8785
H -20.7210 2.2290 -5.7609
H -20.8848 3.7209 -10.3879
H -20.4387 1.9768 -10.3935
H -19.4387 3.1227 -11.2403
C -26.7361 -3.7824 -1.0321
O -26.4419 -2.3688 -0.8721
C -25.1662 -1.9078 -0.8071
O -24.9413 -0.7480 -0.6044
O -24.2520 -2.8480 -0.9194
C -22.9298 -2.2728 -0.8253
H -26.1017 -4.3259 -1.7088
H -27.7053 -3.8232 -1.4891
H -26.6339 -4.3218 -0.0554
H -22.2685 -3.1098 -1.0099
H -22.7312 -1.8760 0.1247
H -22.8893 -1.4808 -1.5704
C -24.2725 -1.6153 -4.3436
O -23.8995 -2.6030 -5.3061
C -23.1893 -3.7220 -5.0460
O -22.8949 -4.5375 -5.9125
O -23.0700 -3.8768 -3.7178
C -22.7419 -5.2602 -3.3213
H -24.4067 -0.6600 -4.8841
H -23.5088 -1.4447 -3.4932
H -25.2632 -1.8577 -3.9094
H -21.6951 -5.3834 -3.4166
H -23.2127 -5.8850 -4.0507
H -23.1428 -5.3307 -2.3540
C -22.1700 -0.8224 -7.5452
O -21.9331 -1.0565 -9.0046
C -20.7147 -0.7329 -9.4336
O -19.8112 -0.5493 -8.6354
O -20.7140 -0.7184 -10.7644
C -19.4516 -0.6547 -11.3391
H -21.4960 -1.4523 -6.9593
H -23.2223 -1.0312 -7.3894
H -21.9067 0.2408 -7.3551
H -18.7173 -0.1206 -10.7215
H -19.6030 -0.1274 -12.3066
H -19.0723 -1.6549 -11.5193
C -18.3797 2.7561 -1.9685
O -18.5032 1.8493 -0.9106
H -17.3364 2.6935 -2.3925
H -18.9845 2.5780 -2.9416
H -18.6566 3.7908 -1.6570
H -19.3941 1.6620 -0.6641
C -20.4675 -0.2347 -3.0603
O -19.8743 0.4741 -4.1802
H -19.7380 -0.6870 -2.3872
H -20.8950 0.5953 -2.5404
H -21.3042 -0.9388 -3.3748
H -19.3307 -0.1315 -4.7369
C -25.2450 2.6570 -2.5465
O -25.1845 1.2301 -2.6252
H -24.6086 3.0471 -3.3466
H -26.2800 2.9735 -2.7889
H -25.0581 3.0627 -1.5736
H -25.2769 0.8583 -1.7257
C -19.2939 -3.9588 -2.7109
O -19.7610 -4.3301 -3.9689
H -18.4168 -3.2448 -2.7528
H -20.1044 -3.6424 -2.0971
H -18.8082 -4.8205 -2.2102
H -19.8660 -3.4881 -4.4871
```

**Energy above the lowest of the compared OMol25 structures with the same formula, charge and spin**: 0.0 kcal/mol
**Structure (SMILES)**: COC(=O)OC.COC(=O)OC.COC(=O)OC.COC(=O)OC.COC(=O)OC.COC(=O)OC.COC(=O)OC.CO.CO.CO.CO
**HOMO-LUMO gap**: 10.525 eV

Mulliken population analysis, charges in e, atoms 1 to 6:
1 C -0.548
2 O -0.417
3 C 0.845
4 O -0.512
5 O -0.140
6 C -0.813